This record from the OMol25 dataset describes 10 unconnected molecules or ions with the total composition C34H40Cl8F4O2 at a distorted geometry. The level of theory is the ωB97M-V functional and the def2-TZVPD basis.

Each line ends with the Löwdin charge.
CARTESIAN COORDINATES (ANGSTROEM)
Cl 26.890 15.572 -1.146  0.5589
Cl 29.911 14.194 1.333  0.5547
Cl 30.392 14.917 -3.685  0.5801
Cl 29.397 12.381 -2.561  0.5974
Cl 26.370 15.988 -4.867  0.5761
Cl 26.258 18.304 -0.316  0.5254
Cl 30.638 16.578 -0.276  0.6029
Cl 24.292 14.255 -3.957  0.5692
F 31.915 9.874 -3.660  0.0737
F 26.027 13.367 -9.573  0.0838
F 27.880 8.750 -1.161  0.0625
F 31.496 12.186 -0.106  -0.0425
O 30.125 18.704 -2.767  0.0749
O 32.956 18.040 -6.109  0.0506
C 34.026 12.737 -3.571  -0.0770
C 28.947 12.620 -6.879  -0.0740
C 24.938 8.664 -3.200  -0.0886
C 30.933 9.887 -0.261  -0.0234
C 31.235 10.987 0.515  -0.2692
C 27.002 13.117 -8.723  -0.3023
C 27.603 11.890 -8.752  -0.0334
C 30.972 9.736 2.538  -0.0825
C 27.565 9.517 -3.348  -0.0430
C 28.582 11.633 -7.835  -0.0862
C 30.714 20.185 -4.450  -0.0117
C 30.657 8.620 1.778  -0.0934
C 32.824 15.690 -6.382  -0.0325
C 33.393 10.643 -5.274  -0.0069
C 32.853 10.730 -4.005  -0.3094
C 34.605 12.664 -4.831  -0.1099
C 27.300 14.094 -7.766  -0.0271
C 25.762 8.536 -2.106  -0.0227
C 30.354 15.948 1.339  -0.9319
C 30.655 8.691 0.392  -0.0808
C 27.070 8.917 -2.217  -0.2909
C 27.154 17.294 -1.451  -1.0215
C 28.975 18.294 -4.745  -0.0408
C 28.287 13.853 -6.848  -0.1277
C 25.979 14.391 -4.250  -1.0773
C 25.430 9.167 -4.392  -0.0867
C 33.142 11.776 -3.161  -0.0237
C 30.250 13.886 -2.249  -1.0345
C 34.302 11.621 -5.673  -0.0871
C 32.829 17.284 -8.377  -0.0232
C 29.953 19.037 -3.866  -0.5473
C 31.229 10.949 1.908  -0.0338
C 32.862 17.096 -6.886  -0.4898
C 26.745 9.636 -4.446  -0.0767
H 27.363 11.128 -9.487  0.1234
H 29.046 10.661 -7.864  0.1016
H 31.878 16.937 -8.784  0.0869
H 33.663 16.750 -8.837  0.0882
H 29.750 12.418 -6.167  0.0927
H 28.782 17.332 -4.295  0.0031
H 33.823 15.252 -6.373  0.0821
H 29.547 16.470 1.823  0.0257
H 28.074 18.898 -4.869  0.0903
H 30.360 7.828 -0.189  0.1051
H 34.915 11.470 -6.555  0.1073
H 32.940 18.344 -8.610  0.0818
H 26.345 13.690 -4.986  0.0114
H 33.191 9.820 -5.954  0.1182
H 29.410 18.141 -5.740  0.0859
H 31.368 20.597 -3.683  0.0871
H 30.945 9.694 3.617  0.1037
H 28.614 14.584 -6.130  0.0595
H 23.952 8.219 -3.142  0.1076
H 32.610 11.849 -2.211  0.0959
H 35.334 13.416 -5.118  0.1024
H 26.709 15.009 -7.738  0.1080
H 31.268 16.017 1.906  0.0208
H 26.500 14.208 -3.320  -0.0405
H 31.510 11.853 2.447  0.1011
H 32.479 15.736 -5.345  0.0379
H 31.251 13.620 -1.984  -0.0134
H 27.165 10.030 -5.363  0.0972
H 31.312 19.829 -5.288  0.0660
H 26.816 17.506 -2.451  -0.0136
H 32.152 15.030 -6.932  0.0850
H 30.967 9.951 -1.344  0.0890
H 29.714 14.432 -1.506  -0.0808
H 28.202 17.523 -1.342  -0.0300
H 28.594 9.862 -3.415  0.0817
H 30.045 20.983 -4.781  0.0872
H 25.379 8.166 -1.163  0.1219
H 34.297 13.543 -2.903  0.1131
H 30.464 7.667 2.266  0.1045
H 24.760 9.351 -5.229  0.1039

energy relative to the best compared isomer or geometry (same formula, charge and spin): 0.0000 eV
multiplicity: 1
HOMO level: -9.2 eV
energy: -151051.061 eV
SMILES string: Fc1ccccc1.Fc1ccccc1.Fc1ccccc1.Fc1ccccc1.CC(C)=O.CC(C)=O.ClCCl.ClCCl.ClCCl.ClCCl
HOMO-LUMO gap: 9.733 eV